Entry 1:
{
  "formula": "H4P4S",
  "method": "the ωB97M-V functional and the def2-TZVPD basis",
  "orbital_gap_ev": 7.20,
  "e_homo_ev": -8.85,
  "species": ["P", "P", "P", "P", "S", "H", "H", "H", "H"],
  "coordinates": [[0.8579, 0.4712, -0.2339], [0.2809, -0.7834, -1.9858], [-0.2279, 0.6087, 2.8953], [-0.6539, -0.2318, 1.0020], [-0.8987, -2.3100, -2.2321], [1.6290, -1.1585, -2.3337], [0.3714, 0.3006, -3.1065], [-1.6337, 1.1301, 3.2900], [0.2750, 1.9730, 2.7047]],
  "forces_ev_per_a": [[-1.4, -0.6, 0.8], [1.9, 0.9, -2.4], [-1.2, 2.1, 1.7], [0.5, 0.2, -1.7], [-0.2, 0.6, 0.4], [-0.5, 0.0, 0.5], [-0.7, -1.3, 1.7], [1.8, -0.9, -0.7], [-0.2, -1.0, -0.2]]
}

---

Entry 2:
{
  "formula": "H4S2",
  "method": "the ωB97M-V functional and the def2-TZVPD basis",
  "orbital_gap_ev": 10.57,
  "smiles": "S.S",
  "e_homo_ev": -9.86,
  "species": ["S", "H", "H", "S", "H", "H"],
  "coordinates": [[9.6867, -4.3498, -14.7072], [9.5005, -3.0257, -14.5530], [8.3704, -4.5666, -14.8863], [6.6099, -1.9679, -12.4208], [7.2252, -1.2601, -11.4553], [7.7792, -2.2760, -13.0120]],
  "forces_ev_per_a": [[-0.2, 0.2, 0.0], [0.1, -0.2, -0.1], [0.2, 0.0, 0.0], [0.2, 0.1, 0.0], [-0.1, -0.1, -0.1], [-0.2, 0.0, 0.1]]
}

---

Entry 3:
{
  "formula": "H4S2Si",
  "method": "the ωB97M-V functional and the def2-TZVPD basis",
  "orbital_gap_ev": [9.89, 6.01],
  "multiplicity": 3,
  "e_homo_ev": [-9.17, -8.90],
  "species": ["Si", "S", "S", "H", "H", "H", "H"],
  "coordinates": [[0.3072, -0.8978, -0.6814], [0.0283, 2.3651, 1.4817], [-0.3591, -0.7048, 1.3871], [-0.6195, -2.0002, -1.0390], [0.1856, 0.4132, -1.2377], [1.5367, -1.5517, -0.6480], [-1.0791, 2.3760, 0.7374]],
  "forces_ev_per_a": [[-2.0, -0.8, 2.2], [0.2, 0.0, 0.1], [0.2, 0.2, -0.4], [-0.1, 0.4, -0.6], [0.0, 0.6, -0.8], [1.9, -0.3, -0.4], [-0.2, 0.0, -0.1]]
}

---

Electronic energy / a.u.: -1765.92816 -798.74761 -1088.14684